Record 1
Density functional theory data (ωB97M-V/def2-TZVPD) for a structure of composition F10KN5NaO20S10 in a non-equilibrium geometry.

Computed properties:
Max |F|, eV/A: 12.3
Molecular weight, g mol⁻¹: 962.75
ΔE to the lowest compared entry with this formula, charge and spin, kJ/mol: 1081.55
E_tot, Eh: -7521.187283
Charge: -3
HOMO, eV: -1.54
Kohn-Sham gap, eV: 4.36

Atoms and positions in Å:
Na  -4.01010  0.54489  -2.31768
K  -3.43901  -2.44671  2.40056
N  1.79224  -4.29567  0.13618
S  3.39288  -4.06607  -0.23154
O  4.33502  -3.59629  0.74224
O  3.70049  -3.87909  -1.65666
F  3.66452  -5.72771  -0.23168
S  1.57164  -2.97349  0.87306
O  1.50768  -1.77341  0.13138
O  1.86908  -2.89523  2.28779
F  -0.02460  -3.14429  0.84308
N  4.02934  2.05016  -2.45526
S  4.48751  3.43236  -1.56312
O  5.37226  3.23326  -0.39325
O  3.57289  4.63751  -1.57475
F  5.54619  3.78861  -2.75092
S  2.97633  1.69698  -1.52900
O  1.77533  2.53014  -1.51566
O  3.53724  0.96059  -0.37680
F  2.48294  0.42957  -2.35954
N  -5.01158  1.39894  5.55299
S  -3.96482  0.03911  5.41442
O  -3.18609  -0.39688  6.55837
O  -3.50789  -0.27684  4.11249
F  -5.21575  -1.11073  5.41380
S  -4.09064  2.31126  6.42001
O  -2.69819  2.59602  6.06045
O  -4.36276  2.30442  7.85324
F  -4.91767  3.62787  5.98908
N  -2.51894  0.97361  -0.60781
S  -2.67395  1.98951  0.77905
O  -1.56937  2.88807  0.91547
O  -3.35725  1.34234  1.90538
F  -3.89086  3.02915  0.22253
S  -1.33127  0.18969  0.01195
O  -1.49563  -0.75859  1.12853
O  0.03509  0.79485  -0.08442
F  -1.38991  -0.82715  -1.15823
N  0.16106  -1.11048  -5.85052
S  -0.16335  -0.93327  -4.37086
O  -0.14146  0.39562  -3.91095
O  0.09421  -1.96783  -3.40650
F  -1.76277  -1.08501  -4.54371
S  1.80007  -0.97351  -5.56096
O  2.56947  -1.96522  -4.82103
O  2.28182  0.41348  -5.44721
F  2.16856  -1.39453  -7.03398

Forces on atoms 1 to 6 (eV/Å):
1.0 0.0 0.1
0.9 0.8 0.0
4.0 -0.3 -0.9
2.0 -4.6 -4.5
-1.1 0.3 0.0
-1.1 0.8 2.8

=====

Record 2
Density functional theory data (ωB97M-V/def2-TZVPD) for a structure of composition F12H14N6NaO31S12 in a non-equilibrium geometry.

Computed properties:
Max |F|, eV/A: 14.3
Molecular weight, g mol⁻¹: 1229.89
E_tot, Eh: -8807.822153
Charge: -5
HOMO, eV: 0.69
Kohn-Sham gap, eV: 5.17

Atoms and positions in Å:
Na  -0.57729  -3.87032  -1.95108
N  1.02409  3.08442  -5.76098
S  1.24733  1.62258  -5.97923
O  2.64356  1.19039  -5.98098
O  0.25815  0.83156  -6.67183
F  0.79023  1.40481  -4.41447
S  1.26322  3.41511  -7.45596
O  0.10787  3.97635  -8.12599
O  2.21041  2.66474  -8.22993
F  2.20582  4.69990  -7.18044
N  -5.81467  2.92460  -0.52897
S  -4.69380  1.64261  -0.90907
O  -4.39079  1.41851  -2.31105
O  -4.74837  0.50719  0.04610
F  -3.43342  2.44027  -0.46161
S  -6.92634  2.00356  -1.11181
O  -7.47655  0.87064  -0.33730
O  -7.18033  1.95989  -2.55383
F  -8.02505  3.17528  -0.78639
N  4.89403  -1.71287  1.39921
S  6.39735  -1.00676  1.03291
O  6.58032  0.43727  1.14776
O  7.27202  -1.72918  0.09200
F  6.97275  -1.53954  2.44172
S  4.10685  -0.98329  0.30704
O  4.48772  -1.20361  -1.07468
O  3.51004  0.29191  0.66141
F  2.81943  -1.92287  0.51875
N  -1.68096  3.16671  3.89085
S  -2.21063  1.58443  4.19855
O  -1.32042  0.47997  4.04069
O  -3.62965  1.31783  4.05645
F  -2.06283  1.82740  5.77028
S  -2.12308  3.22321  2.46331
O  -3.50204  3.68681  2.20785
O  -1.36334  2.48732  1.44850
F  -1.41105  4.66595  2.29750
N  -0.46277  -1.57344  -0.96958
S  -0.50983  -1.42783  0.76841
O  -1.82368  -1.66677  1.33419
O  0.49940  -0.66401  1.50032
F  0.09366  -2.90772  1.02404
S  -0.45095  -0.11634  -1.11458
O  0.84375  0.55554  -0.97779
O  -1.69284  0.59301  -0.84465
F  -0.48482  -0.18676  -2.73557
N  3.70449  -3.90207  3.83895
S  3.75098  -4.21936  5.30335
O  3.97006  -5.60087  5.76017
O  3.18419  -3.15145  6.12050
F  5.31449  -3.79169  5.49902
S  2.12617  -4.61470  3.74499
O  1.05447  -3.73633  4.12603
O  2.03572  -6.02177  4.05238
F  2.13776  -4.56929  2.17834
O  2.06398  -0.34343  3.59499
H  1.53412  -0.23254  2.80558
H  1.49616  -0.82059  4.20008
O  -2.86359  -2.48112  -1.66110
H  -3.17644  -1.90977  -2.36247
H  -2.03599  -2.08871  -1.38306
O  -4.55526  -1.85064  1.16208
H  -4.85513  -1.17440  0.55462
H  -3.60786  -1.72408  1.21345
O  1.82774  -2.51252  -2.10026
H  1.16145  -2.09748  -1.55250
H  1.33075  -2.96030  -2.78489
O  -2.17941  1.64990  -3.77443
H  -2.52308  0.97178  -4.35605
H  -2.80706  1.68774  -3.05273
O  2.49256  2.77197  -1.94015
H  3.33179  2.31900  -1.85801
H  1.85152  2.15565  -1.58594
O  0.94928  2.25044  3.62547
H  0.03386  2.52357  3.68573
H  1.01967  1.83492  2.76604

Forces on atoms 1 to 6 (eV/Å):
-0.3 0.6 0.6
-0.2 4.4 -5.5
1.2 -7.2 6.5
-1.8 0.1 -0.6
0.5 0.4 -0.8
0.6 -0.9 -1.1

=====

Record 3
Density functional theory data (ωB97M-V/def2-TZVPD) for a structure of composition F12InN2O6P2 in a non-equilibrium geometry.

Computed properties:
Max |F|, eV/A: 4.3
2S+1: 2
Molecular weight, g mol⁻¹: 528.75
E_tot, Eh: -2632.004136
Charge: 0
HOMO (spin up / spin down), eV: -12.53 / -12.57
Kohn-Sham gap (spin up / spin down), eV: 4.20 / 5.72

Atoms and positions in Å:
In  0.31234  -0.55338  0.05908
N  -2.59542  -2.00598  2.50799
O  -3.83608  -1.91535  2.69849
O  -2.04196  -1.48389  1.58471
O  -1.87102  -2.69300  3.26420
N  0.47837  -4.42302  0.89207
O  0.19737  -3.29401  1.27038
O  0.64200  -5.31704  1.72355
O  0.46615  -4.65969  -0.27896
P  -1.77630  2.52869  -0.04912
F  -0.17246  2.29993  0.32247
F  -1.72986  1.49515  -1.23441
F  -2.02311  1.18708  0.82650
F  -3.31565  2.88170  -0.32958
F  -1.88250  3.47502  1.26701
F  -1.28829  3.81565  -0.93368
P  2.93568  1.26104  -1.99298
F  3.00133  -0.35572  -1.92643
F  1.31313  1.15636  -2.13103
F  2.51320  1.26015  -0.43362
F  2.99839  2.92779  -1.99971
F  4.50129  1.09399  -1.52253
F  3.17340  1.31852  -3.58440

Forces on atoms 1 to 6 (eV/Å):
0.2 2.9 -0.8
-1.9 -0.5 0.7
2.9 -0.5 0.1
0.3 0.9 -1.3
-1.2 0.2 0.3
-1.1 0.5 0.4

=====

Record 4
Density functional theory data (ωB97M-V/def2-TZVPD) for a structure of composition F12InP2 in a non-equilibrium geometry.

Computed properties:
Max |F|, eV/A: 5.4
Molecular weight, g mol⁻¹: 404.74
ΔE to the lowest compared entry with this formula, charge and spin, kJ/mol: 83.80
E_tot, Eh: -2070.983699
Charge: +1
HOMO, eV: -17.22
Kohn-Sham gap, eV: 3.29

Atoms and positions in Å:
In  0.35014  -0.41850  -0.42961
P  1.87152  2.89660  -1.18037
F  2.26447  1.40366  -0.58137
F  1.78658  3.42437  0.35293
F  3.36917  3.41933  -1.35144
F  1.31118  4.31230  -1.67187
F  1.73902  2.24846  -2.64347
F  0.31356  2.36816  -0.83470
P  -1.87274  -2.82597  1.19213
F  -1.81063  -2.05115  -0.26515
F  -0.42960  -3.44780  1.01704
F  -1.12458  -1.47351  1.79477
F  -1.94461  -3.45364  2.72214
F  -3.37351  -2.29043  1.43517
F  -2.44996  -4.11186  0.44380

Forces on atoms 1 to 6 (eV/Å):
-0.9 1.2 0.8
0.6 4.2 -1.2
0.5 -2.3 0.6
0.6 -0.5 -0.3
-0.9 -1.7 0.3
-0.4 -1.2 0.1

=====

Record 5
Density functional theory data (ωB97M-V/def2-TZVPD) for a structure of composition F2FeH10O5 in a non-equilibrium geometry.

Computed properties:
Max |F|, eV/A: 3.1
2S+1: 5
Molecular weight, g mol⁻¹: 183.92
ΔE to the lowest compared entry with this formula, charge and spin, kJ/mol: 0.00
E_tot, Eh: -1845.683139
Charge: 0
HOMO (spin up / spin down), eV: -9.11 / -7.80
Kohn-Sham gap (spin up / spin down), eV: 8.59 / 7.27

Atoms and positions in Å:
Fe  0.14045  -0.39987  -0.07306
F  -0.96628  -0.57528  1.71643
F  2.04635  -0.90211  0.54899
O  -1.66465  0.41862  -1.00391
H  -1.97162  1.32514  -0.98896
H  -2.43077  -0.08983  -1.26994
O  0.82909  0.10738  -2.01279
H  1.56229  -0.26256  -2.50453
H  0.44750  0.75695  -2.60329
O  -0.52740  -2.23195  -0.72834
H  -0.87388  -2.81305  -0.05120
H  -0.69225  -2.69527  -1.54955
O  0.23649  1.67588  0.43710
H  -0.36294  2.00131  1.10868
H  0.98909  2.26570  0.48099
O  1.04101  0.60712  3.19594
H  1.76519  0.75992  2.58894
H  0.43238  0.05195  2.70851

Forces on atoms 1 to 6 (eV/Å):
1.5 -0.5 2.7
0.5 0.0 -1.2
-1.6 0.6 -0.9
-0.4 0.1 -0.6
0.1 0.3 0.3
-0.2 -0.4 0.1

=====

Record 6
Density functional theory data (ωB97M-V/def2-TZVPD) for a structure of composition F2FeH10O5 in a non-equilibrium geometry.

Computed properties:
Max |F|, eV/A: 3.9
2S+1: 5
Molecular weight, g mol⁻¹: 183.92
ΔE to the lowest compared entry with this formula, charge and spin, kJ/mol: 62.06
E_tot, Eh: -1845.659502
Charge: 0
HOMO (spin up / spin down), eV: -8.72 / -7.55
Kohn-Sham gap (spin up / spin down), eV: 8.06 / 6.89

Atoms and positions in Å:
Fe  0.41701  0.17571  0.24552
F  0.81319  0.50623  -1.75782
F  0.83551  -1.83740  0.14206
O  0.17748  -2.12062  -2.70726
H  -0.07629  -1.93913  -1.78462
H  -0.07081  -3.03997  -2.84787
O  -0.69852  2.12221  0.04239
H  -1.25598  2.33613  0.80045
H  -1.16809  2.47960  -0.72079
O  -0.15386  0.22312  2.24684
H  -0.54654  -0.44602  2.81961
H  -0.11199  1.02284  2.78466
O  2.38053  0.74154  0.58097
H  3.03605  0.03221  0.54065
H  2.71951  1.43329  -0.00167
O  -1.71406  -0.53103  -0.06962
H  -2.29040  0.08552  -0.53402
H  -2.29273  -1.24420  0.22053

Forces on atoms 1 to 6 (eV/Å):
0.4 -1.8 -3.4
-0.5 0.4 1.8
-0.3 1.0 0.7
-0.5 -0.2 0.0
0.7 0.1 -0.1
0.1 0.0 0.1

=====

Record 7
Density functional theory data (ωB97M-V/def2-TZVPD) for a structure of composition F2H16NNaO12S2 in a non-equilibrium geometry.

Computed properties:
Max |F|, eV/A: 8.8
Molecular weight, g mol⁻¹: 347.24
ΔE to the lowest compared entry with this formula, charge and spin, kJ/mol: 162.91
E_tot, Eh: -2125.627394
Charge: 0
HOMO, eV: -9.76
Kohn-Sham gap, eV: 8.39

Atoms and positions in Å:
Na  0.21713  0.83959  0.59151
N  -0.54804  -2.62298  0.03735
S  -1.90179  -2.18171  -0.50537
O  -3.04484  -2.99913  -0.01493
O  -2.04943  -1.54533  -1.83110
F  -1.92335  -0.92532  0.52271
S  -0.40166  -3.78313  -1.11607
O  0.11035  -3.30969  -2.41875
O  -1.31659  -4.91133  -1.09349
F  0.90857  -4.53613  -0.56098
O  0.34374  0.18712  -2.00142
H  1.19859  0.53425  -2.25634
H  0.16641  -0.50539  -2.63798
O  -2.23193  2.01548  0.45346
H  -1.98544  2.86556  0.81791
H  -3.05116  1.79315  0.89581
O  -1.23794  2.46895  -2.18482
H  -0.58262  1.78099  -2.06868
H  -1.81174  2.38485  -1.42330
O  2.71410  0.50472  0.10211
H  2.71837  0.71700  -0.83125
H  3.39486  1.06267  0.47824
O  1.18874  2.71430  -0.74014
H  1.93987  2.45713  -1.27483
H  1.28559  3.66013  -0.62939
O  -1.10123  0.32413  2.87080
H  -1.62019  -0.42479  2.57748
H  -1.62466  0.72085  3.56712
O  1.76345  -1.81510  1.20758
H  2.00380  -1.05194  0.68217
H  1.08931  -2.25838  0.69253
O  1.49125  1.84655  2.47516
H  1.71099  1.52279  3.34873
H  2.18745  2.46999  2.26813

Forces on atoms 1 to 6 (eV/Å):
-0.3 -0.2 0.3
1.5 -2.7 -2.3
-8.3 2.9 0.7
2.7 2.1 -1.4
0.8 -1.4 2.6
-0.3 0.8 0.0

=====

Record 8
Density functional theory data (ωB97M-V/def2-TZVPD) for a structure of composition F2H2HfOPb in a non-equilibrium geometry.

Computed properties:
Max |F|, eV/A: 8.3
Molecular weight, g mol⁻¹: 441.70
E_tot, Eh: -514.963798
Charge: +4
HOMO, eV: -29.65
Kohn-Sham gap, eV: 8.13

Atoms and positions in Å:
Pb  0.00155  -2.94220  -2.09134
Hf  1.14296  1.26891  0.32126
F  0.63748  -0.85067  -0.63301
F  2.17189  1.17669  -1.74247
O  -0.98159  0.57936  1.21523
H  -1.89236  0.67980  0.87571
H  -1.07993  0.08812  2.05461

Forces on atoms 1 to 6 (eV/Å):
0.2 -0.4 -0.4
0.4 -4.4 -7.0
0.6 2.9 1.6
-3.1 0.8 6.2
2.1 0.8 -0.7
-0.3 0.4 -0.3

=====

Record 9
Density functional theory data (ωB97M-V/def2-TZVPD) for an isolated molecule of F2H2NOP in a non-equilibrium geometry.

Computed properties:
Max |F|, eV/A: 4.4
Molecular weight, g mol⁻¹: 100.99
ΔE to the lowest compared entry with this formula, charge and spin, kJ/mol: 140.70
E_tot, Eh: -672.360445
Charge: 0
HOMO, eV: -10.74
Kohn-Sham gap, eV: 10.84
SMILES: N=P(O)(F)F

Atoms and positions in Å:
N  0.04127  -0.68404  -0.58986
P  -0.05459  0.85193  -0.57737
O  -0.14520  1.70138  0.72156
F  1.07531  1.59539  -1.40084
F  -1.31083  1.57208  -1.62027
H  0.23177  -0.99654  -1.53739
H  -0.62592  1.55113  1.55458

Forces on atoms 1 to 6 (eV/Å):
-0.3 1.4 0.7
-1.8 1.1 -3.9
0.1 0.0 0.1
-0.6 -0.2 1.2
2.5 -1.6 2.7
-0.1 -0.2 0.0

=====

Record 10
Density functional theory data (ωB97M-V/def2-TZVPD) for an isolated molecule of F2H2NPS in a non-equilibrium geometry.

Computed properties:
Max |F|, eV/A: 4.3
Molecular weight, g mol⁻¹: 117.06
ΔE to the lowest compared entry with this formula, charge and spin, kJ/mol: 183.31
E_tot, Eh: -995.284056
Charge: 0
HOMO, eV: -10.48
Kohn-Sham gap, eV: 10.43
SMILES: NP(F)(F)=S

Atoms and positions in Å:
N  -0.21880  -0.19190  0.47051
P  -2.27072  -0.24424  -0.03741
F  -2.46253  -1.54237  0.96088
F  -2.31386  -1.01214  -1.44627
S  -3.33407  1.33369  0.12310
H  0.03096  -1.11883  0.09128
H  -0.44977  -0.41747  1.44695

Forces on atoms 1 to 6 (eV/Å):
-4.1 -0.4 -1.2
3.5 -1.4 1.1
-0.6 1.7 -1.5
0.1 0.8 1.6
0.6 -1.3 0.0
0.0 0.3 0.0

=====

Record 11
Density functional theory data (ωB97M-V/def2-TZVPD) for a cluster of 2 separate species, F2H2O2Si in total in a non-equilibrium geometry.

Computed properties:
Max |F|, eV/A: 2.3
Molecular weight, g mol⁻¹: 100.10
ΔE to the lowest compared entry with this formula, charge and spin, kJ/mol: 333.38
E_tot, Eh: -641.029050
Charge: 0
HOMO, eV: -12.01
Kohn-Sham gap, eV: 11.01
SMILES: O=[Si](O)F.F

Atoms and positions in Å:
O  0.48309  0.82791  -0.28299
Si  -0.73933  0.01421  -0.04918
O  -0.78378  -1.54837  -0.19151
F  -2.15066  0.68587  0.29637
H  -1.68857  -1.90254  -0.07556
F  2.93554  0.88892  0.21935
H  1.94370  1.03400  0.08353

Forces on atoms 1 to 6 (eV/Å):
0.8 0.9 -0.1
-0.9 1.5 0.2
-1.5 -1.3 0.2
0.7 -0.8 -0.2
0.6 -0.2 -0.1
-2.0 0.5 -0.1

=====

Record 12
Density functional theory data (ωB97M-V/def2-TZVPD) for a cluster of 2 separate species, F2H3N2P in total in a non-equilibrium geometry.

Computed properties:
Max |F|, eV/A: 3.1
Molecular weight, g mol⁻¹: 100.01
ΔE to the lowest compared entry with this formula, charge and spin, kJ/mol: 276.34
E_tot, Eh: -652.318056
Charge: 0
HOMO, eV: -6.99
Kohn-Sham gap, eV: 6.42

Atoms and positions in Å:
N  1.27626  0.19900  0.25764
N  0.75318  -0.25940  -0.86243
F  -1.54838  0.50040  0.98480
F  -2.39638  -1.57861  0.39498
P  -2.01746  -0.17305  -0.39534
H  1.57392  1.22937  0.26959
H  1.92319  -0.39529  0.83130
H  0.43567  0.47759  -1.48054

Forces on atoms 1 to 6 (eV/Å):
1.6 2.6 0.8
-1.7 -1.5 0.2
0.0 0.5 -0.5
0.3 0.9 -1.3
1.4 -1.4 1.6
-0.7 -2.0 0.2

=====

Record 13
Density functional theory data (ωB97M-V/def2-TZVPD) for a cluster of 2 separate species, F2H4N2P in total in a non-equilibrium geometry.

Computed properties:
Max |F|, eV/A: 3.1
Molecular weight, g mol⁻¹: 101.02
ΔE to the lowest compared entry with this formula, charge and spin, kJ/mol: 443.63
E_tot, Eh: -652.665662
Charge: +1
HOMO (spin up / spin down), eV: -16.72 / -15.60
Kohn-Sham gap (spin up / spin down), eV: 8.34 / 8.86

Atoms and positions in Å:
N  -1.99916  1.03533  -0.08465
N  1.09983  -1.45404  -0.14747
F  0.82439  0.56307  1.35447
F  1.51748  0.81209  -1.01804
P  0.44629  0.04297  -0.10146
H  -2.01226  1.05385  0.96878
H  -2.34613  1.92610  -0.59871
H  1.21460  -2.09426  0.66078
H  1.25495  -1.88513  -1.03371

Forces on atoms 1 to 6 (eV/Å):
0.2 0.0 -0.2
-0.5 0.1 1.4
-0.8 -0.7 -1.6
-2.0 -0.6 0.9
2.7 1.4 0.6
-0.3 0.8 -1.2